Here is one molecule with the formula C7H10O at a distorted geometry from the Open Molecules 2025 dataset. Energies are from wB97M-V/def2-TZVPD.

Structure (XYZ):
```
18
Properties=species:S:1:pos:R:3:forces:R:3:nbo_charge:R:1
C 0.501 -0.142 -3.185 0.2 0.0 0.3 -0.27
C 0.924 -0.106 -2.063 -0.1 -0.1 -0.3 0.02
C 1.376 -0.070 -0.679 0.2 0.1 0.1 -0.55
C 0.363 0.628 0.190 0.6 -2.8 1.5 0.01
C 0.618 1.764 0.818 -0.6 0.2 -0.4 -0.45
C -1.074 -0.401 0.489 3.4 4.5 -0.9 0.08
C -1.160 -0.714 1.961 -0.5 0.2 -0.4 -0.64
O -1.034 -1.560 -0.254 -0.2 0.2 -0.4 -0.71
H 0.207 -0.168 -4.198 -0.2 0.0 -0.3 0.24
H 1.518 -1.100 -0.331 -0.1 0.1 0.0 0.25
H 2.350 0.426 -0.625 -0.1 0.0 0.0 0.24
H 1.537 2.316 0.668 0.0 0.0 -0.1 0.20
H -0.143 2.267 1.399 0.0 -0.1 0.3 0.20
H -1.378 0.605 0.032 -2.6 -2.2 0.6 0.22
H -2.085 -1.259 2.149 0.0 0.0 0.1 0.22
H -0.326 -1.344 2.271 0.0 0.0 -0.1 0.22
H -1.167 0.196 2.554 0.0 0.0 0.0 0.22
H -1.026 -1.338 -1.196 0.0 -0.1 0.0 0.49
```
Positions in Å, forces in eV/Å.

Properties
HOMO energy: -8.63 eV
SMILES string: C#CCC(=C)[C@H](C)O
total charge: 0
energy above the lowest of the compared OMol25 structures with the same formula, charge and spin: 4.248 eV
LUMO: 0.0338 hartree